Run A
The following is a DFT calculation (the ωB97M-V functional and the def2-TZVPD basis) of an isolated molecule of C3H5NOS2.

Properties
E_HOMO   -9.1 eV
Lowest unoccupied orbital energy   -0.40 eV
Frontier orbital gap   0.3194 Eh

Each line ends with the Mulliken charge.
CARTESIAN COORDINATES (ANGSTROEM)
C 1.0641 0.3269 -0.3369  -0.83
C 0.1449 -0.8019 -0.0004  0.67
C -2.0289 0.5500 0.2273  -0.07
H 3.3526 -0.7289 0.4793  0.14
H 0.7831 0.9049 -1.1590  0.34
H 1.0934 1.2045 0.3693  0.39
H -1.8054 -1.3514 0.4529  0.26
H -3.0406 0.2689 0.4087  0.31
N -1.2555 -0.5935 0.1596  -0.16
O 0.5871 -1.9277 0.2093  -0.55
S 2.7344 0.0498 -0.7209  -0.22
S -1.6293 2.0984 -0.0893  -0.28



Run B
The following is a DFT calculation (the ωB97M-V functional and the def2-TZVPD basis) of a structure of composition C3H5NOS2.

Properties
E_HOMO   -8.4 eV
Lowest unoccupied orbital energy   0.35 eV
Frontier orbital gap   0.3227 Eh

Each line ends with the Mulliken charge.
CARTESIAN COORDINATES (ANGSTROEM)
C -0.9361 -0.3120 0.2293  0.56
C 1.4774 0.2541 -0.3505  -0.33
C 0.5018 0.0210 -1.3564  -0.52
H -1.5706 0.3863 2.7633  0.06
H 2.3369 0.9725 -0.7190  0.31
H 1.9940 -0.6253 0.3519  0.27
H 0.1327 0.9071 -1.7984  0.35
H 1.0806 -0.6248 -2.0592  0.31
N -1.8899 -0.9230 0.9100  -0.41
O -0.6998 -0.7660 -1.0919  -0.33
S -2.5146 -0.3681 2.4274  -0.05
S 0.0875 1.0783 0.6935  -0.22



Short version: run A, run B, most stable first.



Run A
The following is a DFT calculation (the ωB97M-V functional and the def2-TZVPD basis) of a cluster of 2 separate species, C8H11NO in total.

Properties
E_HOMO   -9.3 eV
Lowest unoccupied orbital energy   0.87 eV
Frontier orbital gap   0.3727 Eh

Each line ends with the Mulliken charge.
CARTESIAN COORDINATES (ANGSTROEM)
C 1.1842 0.8841 -0.7479  -0.49
C 2.2190 1.3948 0.0197  -0.07
C 3.1998 0.5569 0.5330  -0.55
C 3.0818 -0.7582 0.2325  -0.20
C 2.1006 -1.2949 -0.6180  -0.54
C 1.1058 -0.4562 -1.0730  -0.42
C -2.4191 0.0885 -0.1252  0.68
C -3.9085 -0.0214 0.2189  -0.99
H 0.4146 1.5489 -1.1397  0.40
H 2.2285 2.4812 0.1587  0.33
H 3.9821 0.9693 1.2007  0.34
H 3.8160 -1.3935 0.6552  0.38
H 1.9581 -2.3677 -0.8085  0.32
H 0.3000 -0.7939 -1.6694  0.50
H -0.6382 -0.3041 0.8270  0.18
H -2.1014 -0.5478 1.7699  0.18
H -4.3210 0.9747 0.3293  0.27
H -4.1183 -0.5058 1.2077  0.29
H -4.4252 -0.5025 -0.6000  0.27
N -1.6308 -0.3301 0.8913  -0.26
O -2.0279 0.3779 -1.2624  -0.60



Run B
The following is a DFT calculation (the ωB97M-V functional and the def2-TZVPD basis) of a structure of composition C8H11NO.

Properties
E_HOMO   -9.6 eV
Lowest unoccupied orbital energy   0.38 eV
Frontier orbital gap   0.3663 Eh

Each line ends with the Mulliken charge.
CARTESIAN COORDINATES (ANGSTROEM)
C 1.0160 -0.6469 -1.8538  -0.07
C 0.4109 0.6069 -2.1304  -0.49
C -1.0253 0.5824 -1.9845  -0.20
C -1.6486 -0.4867 -1.4208  -0.48
C -1.0114 -1.6668 -1.0117  0.05
C 0.3468 -1.7968 -1.4276  -0.44
C 0.4231 0.5166 2.2566  0.63
C 1.2837 1.8026 2.0951  -1.00
H 2.0940 -0.9114 -1.8815  0.27
H 0.8270 1.6212 -2.6241  0.25
H -1.6596 1.4556 -2.1307  0.40
H -2.8305 -0.6629 -1.5687  0.15
H -1.6355 -2.6072 -0.7197  0.29
H 0.8768 -2.8056 -1.1585  0.25
H -1.3513 0.2053 1.1653  0.27
H -0.8206 1.6686 0.8327  0.36
H 2.0921 1.6786 2.8382  0.31
H 0.7039 2.6534 2.2994  0.42
H 1.8999 1.7138 1.1522  0.21
N -0.8322 1.0001 2.0209  -0.67
O 0.8573 -0.5598 2.5640  -0.55



Short version: run A, run B, most stable first.



Run A
The following is a DFT calculation (the ωB97M-V functional and the def2-TZVPD basis) of a cluster of 2 separate species, C8H11NO in total.

Properties
E_HOMO   -9.3 eV
Lowest unoccupied orbital energy   0.39 eV
Frontier orbital gap   0.3571 Eh

Each line ends with the Mulliken charge.
CARTESIAN COORDINATES (ANGSTROEM)
C 1.4764 -0.0649 2.2319  -0.02
C 0.3929 0.0922 1.4192  0.48
C -0.7541 0.5658 2.0708  -0.28
C -0.7893 0.7698 3.4773  -0.42
C 0.3935 0.5739 4.2860  -0.38
C 1.6223 0.3320 3.5547  -0.42
C -0.0226 -0.1219 -3.5669  0.50
C -0.8707 -0.5778 -4.8613  -0.97
H 2.4499 -0.5734 1.8223  0.19
H 0.2043 -0.0846 0.2864  -0.37
H -1.7270 0.6428 1.5198  0.29
H -1.7077 1.0042 4.0492  0.30
H 0.5560 0.7396 5.4127  0.27
H 2.6126 0.3231 3.9901  0.35
H 0.2367 -0.6287 -1.6057  0.31
H -1.4517 -0.8192 -2.4312  0.31
H -0.6672 -0.0671 -5.7484  0.31
H -1.9595 -0.5803 -4.8468  0.35
H -0.4759 -1.6600 -4.8053  0.24
N -0.5979 -0.1069 -2.3569  -0.50
O 1.0791 0.2412 -3.8978  -0.53



Run B
The following is a DFT calculation (the ωB97M-V functional and the def2-TZVPD basis) of an isolated molecule of C8H11NO.

Properties
E_HOMO   -8.7 eV
Lowest unoccupied orbital energy   0.73 eV
Frontier orbital gap   0.3462 Eh

Each line ends with the Mulliken charge.
CARTESIAN COORDINATES (ANGSTROEM)
C 1.2589 -1.2490 -1.4284  -0.55
C 0.7265 0.1640 -1.3514  0.33
C 1.1492 -2.1614 -0.4755  -0.60
C 0.5126 0.7479 -2.6513  -0.06
C -0.3610 0.1845 -0.2153  0.64
C -0.0462 -0.8115 0.9133  0.67
C -0.5622 1.6466 0.2176  -1.50
C -0.4382 -0.5072 2.3307  -1.16
N 0.6753 -1.8356 0.7490  -0.69
O 1.0812 0.4796 -3.6689  -0.48
H 1.8227 -1.4281 -2.4892  0.20
H 1.7744 0.6069 -1.2213  0.16
H 1.3219 -3.1894 -0.5422  0.52
H -0.2638 1.5618 -2.6115  0.19
H -1.2680 -0.1427 -0.6613  0.28
H 0.2900 2.2339 0.5837  0.31
H -1.4029 1.5989 0.9290  0.37
H -0.7296 2.1138 -0.7324  0.50
H -1.5006 -0.1823 2.1264  0.29
H 0.0926 0.4312 2.6840  0.26
H -0.4222 -1.3473 3.0620  0.32



Run C
The following is a DFT calculation (the ωB97M-V functional and the def2-TZVPD basis) of an isolated molecule of C8H11NO.

Properties
E_HOMO   -7.3 eV
Lowest unoccupied orbital energy   0.69 eV
Frontier orbital gap   0.2922 Eh

Each line ends with the Mulliken charge.
CARTESIAN COORDINATES (ANGSTROEM)
C -0.8447 -0.4141 -1.5131  -0.77
C 1.9438 -1.5995 0.7757  -1.45
C -1.7801 1.7214 1.0793  -1.32
C 0.0878 -1.5329 -0.9561  0.50
C -0.1457 0.6178 -0.6821  0.80
C 0.6214 -1.0666 0.3124  0.44
C -0.7125 0.7480 0.7092  0.01
N 0.6208 1.5937 -1.2394  -0.46
C -0.2381 -0.3471 1.2945  -0.55
O 0.5852 -2.3905 -1.6752  -0.68
H 1.0484 1.3920 -2.1324  0.23
H 1.2111 2.1199 -0.6100  0.24
H -0.6888 -0.3331 -2.5877  0.36
H -1.9086 -0.5133 -1.2952  0.27
H -0.4636 -0.7101 2.2947  0.41
H 2.5437 -0.8028 1.2288  0.34
H 1.8177 -2.3734 1.5438  0.31
H 2.4946 -2.0447 -0.0528  0.37
H -2.6419 1.6292 0.4088  0.28
H -2.1238 1.5527 2.1007  0.38
H -1.4266 2.7534 0.9960  0.30



Short version: run A, run C, run B, most stable first.



Run A
The following is a DFT calculation (the ωB97M-V functional and the def2-TZVPD basis) of an isolated molecule of C5H15N2S.

Properties
2S+1   2
E_HOMO (spin up / spin down)   -3.6 / -9.4 eV
Lowest unoccupied orbital energy (spin up / spin down)   0.68 / 0.66 eV
Frontier orbital gap (spin up / spin down)   0.1583 / 0.3689 Eh

Each line ends with the Löwdin spin population.
CARTESIAN COORDINATES (ANGSTROEM)
N -1.9329 0.8335 1.3661  0.24
C -0.7050 0.1009 0.7081  0.09
C 0.5285 0.5656 1.4189  0.05
C 1.6651 -0.4818 1.2185  0.01
S 3.3270 0.1702 1.5031  0.01
C -0.7455 0.3833 -0.8296  0.04
N -0.8762 -0.8434 -1.5916  0.01
C 0.2038 -1.1051 -2.5449  0.00
H -1.9308 1.8358 1.0396  0.14
H -2.7590 0.2403 1.0716  0.16
H -1.8122 0.8917 2.4172  0.13
H -1.0102 -0.9416 0.7163  0.04
H 0.4087 0.6896 2.5007  0.03
H 0.9173 1.5151 1.0577  0.01
H 1.4949 -1.3874 1.7854  0.00
H 1.5622 -0.7928 0.1726  0.00
H 3.3590 1.0907 0.5374  0.00
H -1.5445 1.0929 -1.0516  0.04
H 0.2008 0.8749 -1.0970  0.00
H -1.7614 -0.9765 -2.0530  0.01
H 0.4544 -0.3460 -3.2873  0.00
H -0.1062 -1.9900 -3.1163  0.00
H 1.0622 -1.4202 -1.9421  0.00



Run B
The following is a DFT calculation (the ωB97M-V functional and the def2-TZVPD basis) of a structure of composition C5H15N2S.

Properties
2S+1   2
E_HOMO (spin up / spin down)   -9.2 / -9.1 eV
Lowest unoccupied orbital energy (spin up / spin down)   0.63 / -2.83 eV
Frontier orbital gap (spin up / spin down)   0.3618 / 0.2303 Eh

Each line ends with the Löwdin spin population.
CARTESIAN COORDINATES (ANGSTROEM)
C 1.3590 0.6851 -0.0998  0.00
N 0.4055 -0.1947 -0.7557  0.08
C -0.8006 0.5317 -1.1386  0.01
C -1.9570 -0.4516 -1.4909  0.00
C -3.3197 -0.1052 -0.8174  0.00
S -0.9872 -0.4695 1.8969  0.83
C 2.6923 -0.0297 0.3537  0.00
N 3.7641 0.4987 -0.3850  0.00
H 1.5829 1.5396 -0.7354  0.00
H 0.9602 1.0634 0.8559  0.00
H 0.0312 -0.8026 0.0149  0.02
H -0.7676 1.2588 -1.9588  0.00
H -1.2255 1.0675 -0.2706  0.00
H -2.0633 -0.5832 -2.5635  0.00
H -1.5795 -1.4160 -1.1131  0.00
H -3.2852 0.9889 -0.8311  0.00
H -4.1356 -0.3875 -1.4816  0.00
H -3.4172 -0.5162 0.1827  0.00
H 2.4742 -1.0742 0.0110  0.00
H 2.6113 -0.1569 1.4530  0.00
H 4.6995 0.3402 -0.0160  0.00
H -0.8215 -1.1305 3.0413  0.05
H 3.4252 1.1961 0.4621  0.00



Short version: run A, run B, most stable first.



Run A
The following is a DFT calculation (the ωB97M-V functional and the def2-TZVPD basis) of a structure of composition C4H10N2S.

Properties
E_HOMO   -8.2 eV
Lowest unoccupied orbital energy   0.92 eV
Frontier orbital gap   0.3343 Eh

Each line ends with the Mulliken charge.
CARTESIAN COORDINATES (ANGSTROEM)
C 1.3794 -0.6683 -0.3824  -0.66
C 0.4272 -1.0813 -1.4646  -0.73
C -0.7997 0.7026 -0.1768  -0.02
C -2.0124 0.2685 0.5205  -1.08
N 0.5632 -0.2298 0.7011  -0.08
N 1.3351 0.5346 1.5272  -0.71
S -0.5664 0.3229 -1.8915  -0.17
H 1.9663 -1.4743 -0.0554  0.39
H 1.9626 0.1784 -0.6398  0.44
H 0.9834 -1.2934 -2.3530  0.42
H -0.1445 -1.9472 -1.1955  0.35
H -0.6299 1.8117 0.0167  0.37
H -2.3984 -0.6538 0.1997  0.32
H -2.7348 0.9857 0.3509  0.40
H -1.7641 0.3172 1.6338  0.24
H 1.7619 1.3052 1.0196  0.23
H 0.6711 0.9214 2.1895  0.28



Run B
The following is a DFT calculation (the ωB97M-V functional and the def2-TZVPD basis) of an isolated molecule of C4H10N2S.

Properties
E_HOMO (spin up / spin down)   -8.0 / -8.3 eV
Lowest unoccupied orbital energy (spin up / spin down)   -0.58 / -0.65 eV
Frontier orbital gap (spin up / spin down)   0.2735 / 0.2815 Eh

Each line ends with the Mulliken charge.
CARTESIAN COORDINATES (ANGSTROEM)
C -0.4749 1.0878 -1.0178  -1.05
C 0.5125 0.1558 -0.1845  0.69
C 1.1659 0.9769 0.9930  -1.46
C 0.0028 -2.2540 -0.1606  -0.84
N -1.6107 1.4419 -0.1428  -0.31
N -0.1203 -0.9514 0.4943  -0.54
S -2.3946 0.0332 0.1791  -0.05
H -0.0166 1.9254 -1.3530  0.54
H -0.8499 0.5335 -1.7903  0.38
H 1.4027 -0.1384 -0.8435  0.40
H 1.4670 2.0920 1.0289  0.26
H 1.9940 0.3883 1.3071  0.39
H 0.4625 0.6988 1.7726  0.38
H -0.9215 -2.6668 -0.3369  0.32
H 0.5765 -2.3187 -1.1309  0.28
H 0.3927 -3.0226 0.5508  0.31
H -1.5881 2.0181 0.6346  0.30



Run C
The following is a DFT calculation (the ωB97M-V functional and the def2-TZVPD basis) of an isolated molecule of C4H10N2S.

Properties
E_HOMO   -8.5 eV
Lowest unoccupied orbital energy   1.00 eV
Frontier orbital gap   0.3505 Eh

Each line ends with the Mulliken charge.
CARTESIAN COORDINATES (ANGSTROEM)
C 1.3603 0.3349 0.8173  -0.60
C 0.7128 1.5703 0.0836  -0.61
C -0.7947 1.4989 -0.0921  -0.49
C -2.0677 -0.9864 0.7821  -0.28
H 0.3392 -1.4625 -0.4189  0.18
H 0.9621 -0.0012 1.8205  0.30
H 2.3235 0.7183 1.0981  0.34
H 1.0251 2.4645 0.6354  0.40
H 1.3110 1.6823 -0.8695  0.30
H -1.2124 1.3105 0.9469  0.14
H -1.1996 2.4107 -0.4738  0.34
H -0.7002 0.2811 -1.6991  0.27
H -2.3728 -0.2023 1.4580  0.26
H -2.3948 -2.0642 0.8947  0.24
N -1.2120 0.3914 -0.8917  -0.08
N -1.4549 -0.8256 -0.3098  -0.47
S 1.5826 -1.0377 -0.2830  -0.23



Run D
The following is a DFT calculation (the ωB97M-V functional and the def2-TZVPD basis) of an isolated molecule of C4H10N2S.

Properties
E_HOMO   -8.5 eV
Lowest unoccupied orbital energy   0.75 eV
Frontier orbital gap   0.3380 Eh

Each line ends with the Mulliken charge.
CARTESIAN COORDINATES (ANGSTROEM)
C 1.5212 1.1209 0.7026  -0.78
C 1.8128 0.0766 -0.4079  -0.45
C -0.2423 -1.0124 0.0163  0.44
C -2.3141 0.1195 -0.3081  -0.79
H 0.4132 1.2408 0.9120  0.27
H 2.1067 1.9951 0.1764  0.29
H 2.0546 0.8313 1.7033  0.24
H 1.4662 0.6256 -1.3687  0.25
H 2.9186 -0.1242 -0.5231  0.32
H -0.4532 -2.4836 1.3906  0.25
H -0.6545 0.3001 -1.4629  0.16
H -2.8932 -0.7993 -0.8101  0.23
H -2.7599 0.0995 0.8318  0.25
H -2.5500 1.1277 -0.8149  0.30
N -0.7967 -1.5701 0.9643  -0.66
N -0.9540 0.0133 -0.5879  -0.12
S 1.3246 -1.5609 -0.4134  -0.20



Short version: run C, run A, run D, run B, most stable first.



Run A
The following is a DFT calculation (the ωB97M-V functional and the def2-TZVPD basis) of the ion C4H5O2S with charge -1.

Properties
E_HOMO   -3.9 eV
Lowest unoccupied orbital energy   3.59 eV
Net charge   -1
Frontier orbital gap   0.2747 Eh

Each line ends with the Mulliken charge.
CARTESIAN COORDINATES (ANGSTROEM)
C 0.2838 -0.2544 0.5333  0.37
C 1.5353 0.0841 0.4106  -0.65
C -1.9994 0.4947 -0.2272  -1.12
C -1.0950 -0.6296 0.2651  -0.14
O 3.5963 1.0977 -0.8087  -0.61
O 3.9102 -1.1393 -0.1319  -0.60
S 3.4680 0.1843 0.3197  0.45
H -3.0311 0.2621 -0.3948  0.38
H -1.5975 0.9861 -1.2156  0.25
H -2.2305 1.3889 0.3912  0.32
H -1.1612 -1.4920 -0.4719  0.19
H -1.6788 -0.9826 1.3300  0.16



Run B
The following is a DFT calculation (the ωB97M-V functional and the def2-TZVPD basis) of a cluster of 2 separate species, C4H5O2S in total.

Properties
E_HOMO   -2.2 eV
Lowest unoccupied orbital energy   3.70 eV
Net charge   -1
Frontier orbital gap   0.2169 Eh

Each line ends with the Mulliken charge.
CARTESIAN COORDINATES (ANGSTROEM)
C -0.7736 -3.2829 -0.4703  0.61
C 0.6598 0.0913 0.5284  -0.56
C 0.2169 0.3039 -0.8931  -0.63
C -0.6309 -0.5174 0.0370  -0.07
O 0.3600 -3.4864 -0.3557  -0.37
O -1.9178 -3.3344 -0.6334  -0.35
S -2.1353 0.3395 0.6373  -0.40
H 1.4985 -0.5818 0.7054  0.13
H 0.6760 0.9585 1.1831  0.22
H -0.0432 1.3168 -1.1947  0.24
H 0.7535 -0.2342 -1.6733  0.13
H -2.7249 -0.7907 1.0539  0.05



Short version: run B, run A, most stable first.